The following is a DFT calculation (the ωB97M-V functional and the def2-TZVPD basis) of a molecular structure, C28H33AsF7N5SiTi.

Positions of all 76 atoms, in Å:
Ti (0.270093, -0.087789, 0.044180)
C (-0.536856, -0.903938, 3.067639)
C (-1.229918, -2.200630, 2.745514)
C (-1.861485, -2.325792, 1.393051)
C (-2.871308, -3.270794, 1.249273)
C (-3.432803, -3.507807, 0.013529)
C (-2.958643, -2.780610, -1.067448)
C (-1.977998, -1.845176, -0.852809)
N (-1.426878, -1.590416, 0.356554)
N (0.625343, -0.533367, 2.197812)
C (1.336226, 0.587709, 2.898292)
C (1.439967, 1.843417, 2.091383)
C (1.998855, 2.987067, 2.638215)
C (2.082833, 4.127655, 1.861808)
C (1.593244, 4.094909, 0.560964)
C (1.036944, 2.926668, 0.093899)
N (0.961785, 1.812833, 0.846406)
C (1.543216, -1.714066, 2.076928)
C (2.775702, -1.307732, 1.331494)
C (4.017188, -1.853578, 1.586028)
C (5.094138, -1.428470, 0.823920)
C (4.889546, -0.455245, -0.139779)
C (3.614816, 0.046481, -0.323657)
N (2.567808, -0.378968, 0.392065)
H (-0.160005, -0.979709, 4.090843)
H (-1.245659, -0.079530, 3.045429)
H (-2.009635, -2.321387, 3.499572)
H (-0.560028, -3.051546, 2.894201)
H (-3.194350, -3.823608, 2.121119)
H (-4.212984, -4.247319, -0.107063)
H (-3.332139, -2.934841, -2.069599)
H (-1.601689, -1.290219, -1.695404)
H (2.335199, 0.260987, 3.191026)
H (0.804544, 0.820742, 3.820966)
H (2.363163, 2.976240, 3.657119)
H (2.520043, 5.032146, 2.263127)
H (1.636228, 4.963640, -0.080032)
H (0.630766, 2.862040, -0.904818)
H (1.029938, -2.506589, 1.526727)
H (1.788827, -2.093165, 3.072391)
H (4.135673, -2.602682, 2.357354)
H (6.078911, -1.844957, 0.987547)
H (5.702240, -0.086846, -0.748996)
H (3.425333, 0.806028, -1.067469)
C (-3.915830, 0.776104, -0.080091)
Si (-2.410144, 1.865453, -0.127699)
C (-2.650289, 3.411330, -1.127267)
C (-1.972499, 2.381082, 1.613500)
N (-1.019165, 0.920434, -0.847493)
C (-0.899278, 0.906745, -2.268265)
C (-1.943288, 0.963271, -3.189177)
C (-1.666834, 0.909585, -4.549456)
C (-0.363310, 0.789688, -5.017880)
C (0.697302, 0.717622, -4.119993)
C (0.370601, 0.774267, -2.794711)
F (1.355606, 0.687415, -1.813106)
H (-4.762693, 1.381757, 0.254172)
H (-3.802160, -0.045703, 0.630309)
H (-4.183088, 0.349820, -1.046851)
H (-3.230371, 4.109530, -0.517659)
H (-3.194528, 3.259584, -2.058176)
H (-1.703959, 3.900070, -1.368882)
H (-1.555954, 1.597696, 2.243597)
H (-2.906903, 2.696514, 2.086265)
H (-1.292313, 3.233481, 1.636422)
H (-2.966055, 1.042430, -2.849851)
H (-2.485906, 0.954825, -5.253721)
H (-0.168208, 0.738680, -6.079503)
H (1.723513, 0.592903, -4.435499)
F (0.784827, -1.575539, -0.965596)
As (1.378748, -3.156141, -2.220248)
F (-0.038773, -2.706968, -3.066866)
F (0.405901, -4.034108, -1.119494)
F (1.864837, -4.428754, -3.190590)
F (2.655912, -3.222745, -1.076882)
F (2.208142, -1.892128, -3.018632)

Force components x, y, z for each atom (eV/Å):
Ti 0.0 -0.1 0.2
C 0.0 0.0 0.0
C 0.0 0.0 0.0
C 0.0 0.0 0.0
C 0.0 0.0 0.0
C 0.0 0.0 0.0
C 0.0 0.0 0.0
C 0.0 0.0 0.0
N 0.1 0.0 0.0
N 0.0 0.0 0.0
C 0.0 0.0 0.0
C 0.0 0.0 0.0
C 0.0 0.0 0.0
C 0.0 0.0 0.0
C 0.0 0.0 0.0
C 0.0 0.0 0.0
N 0.0 0.0 0.0
C 0.0 0.0 0.0
C 0.0 0.0 0.0
C 0.0 0.0 0.0
C 0.0 0.0 0.0
C 0.0 0.0 0.0
C 0.0 0.0 0.0
N 0.0 0.0 0.0
H 0.0 0.0 0.0
H 0.0 0.0 0.0
H 0.0 0.0 0.0
H 0.0 0.0 0.0
H 0.0 0.0 0.0
H 0.0 0.0 0.0
H 0.0 0.0 0.0
H 0.0 0.0 0.0
H 0.0 0.0 0.0
H 0.0 0.0 0.0
H 0.0 0.0 0.0
H 0.0 0.0 0.0
H 0.0 0.0 0.0
H 0.0 0.0 0.0
H 0.0 0.0 0.0
H 0.0 0.0 0.0
H 0.0 0.0 0.0
H 0.0 0.0 0.0
H 0.0 0.0 0.0
H 0.0 0.0 0.0
C 0.0 0.0 0.0
Si 0.0 0.0 0.0
C 0.0 0.0 0.0
C 0.0 0.0 0.0
N 0.0 0.0 -0.1
C 0.0 0.0 0.1
C 0.0 0.0 0.0
C 0.1 0.0 0.0
C 0.0 0.0 0.1
C -0.1 0.0 -0.1
C 0.1 0.1 0.0
F 0.1 0.1 -0.1
H 0.0 0.0 0.0
H 0.0 0.0 0.0
H 0.0 0.0 0.0
H 0.0 0.0 0.0
H 0.0 0.0 0.0
H 0.0 0.0 0.0
H 0.0 0.0 0.0
H 0.0 0.0 0.0
H 0.0 0.0 0.0
H 0.0 0.0 0.0
H 0.0 0.0 0.0
H 0.0 0.0 0.0
H 0.0 0.0 0.0
F -0.3 0.1 -0.1
As 0.1 0.0 0.1
F 0.0 0.0 0.0
F 0.0 0.0 0.0
F 0.0 0.0 0.0
F 0.0 0.0 0.0
F 0.0 0.0 0.0

Computed properties:
* frontier orbital gap: 7.3 eV
* strongest force on any atom: 0.312 eV/Å
* 2S+1: 1
* lowest unoccupied orbital energy: -6.9 eV
* total charge: +2


The following is a DFT calculation (the ωB97M-V functional and the def2-TZVPD basis) of a molecular structure, C48H72F2NO40S2 at a distorted geometry.

Positions of all 165 atoms, in Å:
N (14.079373, 14.080706, 15.603358)
S (14.888542, 14.678164, 14.381244)
O (15.995593, 13.727903, 14.147244)
O (15.132050, 16.091061, 14.359746)
F (13.839968, 14.552655, 13.134838)
S (12.871549, 14.653034, 16.294967)
O (12.336076, 15.809685, 15.672596)
O (13.066327, 14.546451, 17.693970)
F (11.854008, 13.481668, 15.980985)
C (17.077930, 9.224728, 11.166699)
C (16.331482, 10.351765, 10.407712)
C (16.259871, 11.641013, 11.151918)
O (16.749599, 12.645095, 10.188172)
C (17.246956, 12.066286, 9.119263)
O (17.689590, 12.686134, 8.202048)
O (17.132034, 10.723357, 9.214224)
H (18.089142, 9.543898, 11.393110)
H (17.022777, 8.279539, 10.700428)
H (16.506886, 9.109982, 12.088296)
H (15.377731, 10.070346, 9.993927)
H (17.037878, 11.639588, 11.898786)
H (15.329631, 11.943421, 11.484816)
C (8.838205, 16.892099, 12.739955)
C (10.076611, 15.970962, 12.411066)
C (9.952774, 14.589855, 13.185033)
O (9.616737, 13.643364, 12.178437)
C (9.866971, 14.129411, 10.944878)
O (9.776261, 13.448507, 9.954912)
O (10.002727, 15.481819, 11.051619)
H (7.972101, 16.315227, 12.496150)
H (8.797148, 17.699460, 11.994357)
H (8.813691, 17.223005, 13.791799)
H (10.994524, 16.499869, 12.576590)
H (9.087590, 14.615321, 13.854649)
H (10.822000, 14.272226, 13.720507)
C (16.243865, 15.232630, 21.508403)
C (15.471868, 16.404632, 20.880241)
C (14.680607, 15.957313, 19.688883)
O (13.409658, 15.692890, 20.334802)
C (13.311623, 16.338199, 21.539454)
O (12.298770, 16.462257, 22.135461)
O (14.491590, 16.901242, 21.842116)
H (17.276333, 15.197068, 21.242229)
H (15.727404, 14.310588, 21.249294)
H (16.057515, 15.353460, 22.592512)
H (16.130715, 17.280097, 20.670038)
H (15.137238, 15.079406, 19.212350)
H (14.486229, 16.657676, 18.880768)
C (11.054853, 8.799090, 11.004167)
C (11.359680, 10.284514, 10.794564)
C (12.255812, 10.772492, 11.914306)
O (12.916398, 11.859420, 11.224286)
C (13.029423, 11.594261, 9.897111)
O (13.667327, 12.170580, 9.103851)
O (12.218661, 10.540883, 9.681302)
H (11.912983, 8.276506, 10.590411)
H (10.203288, 8.516026, 10.380324)
H (10.862225, 8.656305, 12.064325)
H (10.505078, 10.996749, 10.712101)
H (12.890067, 9.963036, 12.299423)
H (11.671435, 11.193388, 12.743996)
C (19.121462, 13.598888, 15.467986)
C (18.262875, 14.378833, 16.376153)
C (17.124773, 13.903448, 17.198550)
O (17.090669, 14.857669, 18.301807)
C (18.366108, 15.242467, 18.546416)
O (18.811144, 15.910685, 19.453452)
O (19.122637, 14.884949, 17.555933)
H (20.126335, 14.076616, 15.398757)
H (18.920730, 13.553890, 14.405468)
H (19.255683, 12.633600, 15.893246)
H (17.944311, 15.303158, 15.823753)
H (17.296245, 12.828026, 17.549018)
H (16.169906, 13.894701, 16.690897)
C (11.004499, 18.953709, 18.245584)
C (10.721257, 17.484721, 18.012800)
C (10.227047, 16.570743, 19.145952)
O (9.247880, 15.757828, 18.495135)
C (8.981742, 16.277986, 17.271932)
O (8.173537, 15.817893, 16.517978)
O (9.625381, 17.439934, 17.114003)
H (11.513644, 19.457005, 17.435415)
H (11.586842, 19.124287, 19.141097)
H (10.067078, 19.482162, 18.458392)
H (11.626745, 17.018346, 17.565791)
H (9.781327, 17.175863, 19.961356)
H (10.998837, 16.007891, 19.638954)
C (11.587784, 18.600047, 13.980351)
C (13.136091, 18.796458, 13.887675)
C (13.438751, 20.079637, 13.147028)
O (13.707918, 21.045960, 14.194298)
C (13.785644, 20.423540, 15.352013)
O (13.916720, 20.990796, 16.393791)
O (13.724676, 19.063945, 15.198271)
H (11.270294, 17.662853, 14.351864)
H (11.136221, 18.698945, 12.992426)
H (11.109428, 19.311005, 14.650680)
H (13.604107, 17.886238, 13.466158)
H (12.586140, 20.522135, 12.554938)
H (14.397579, 20.026598, 12.599736)
C (16.845504, 17.674017, 10.337480)
C (17.225507, 16.829239, 11.561562)
C (17.199344, 15.285548, 11.396146)
O (18.207447, 14.936208, 12.391280)
C (19.028062, 15.976561, 12.605340)
O (20.017507, 15.919211, 13.259089)
O (18.642192, 17.031885, 11.915565)
H (16.493916, 18.631065, 10.613537)
H (16.148425, 17.215301, 9.625653)
H (17.747681, 17.891197, 9.830313)
H (16.576767, 17.202763, 12.415155)
H (17.618508, 14.924841, 10.406399)
H (16.265122, 14.781060, 11.651033)
C (15.018843, 10.835981, 17.639646)
C (13.904141, 10.209509, 16.758121)
C (13.719184, 10.773727, 15.381956)
O (14.236746, 9.764135, 14.501248)
C (14.614803, 8.696690, 15.206016)
O (15.163957, 7.735262, 14.702437)
O (14.420356, 8.837600, 16.536396)
H (14.819541, 11.881410, 17.905886)
H (16.015193, 10.797454, 17.115795)
H (15.112511, 10.214834, 18.531847)
H (12.975196, 10.123517, 17.358200)
H (14.360232, 11.614108, 15.120366)
H (12.633955, 10.866835, 15.209769)
C (10.570472, 11.954822, 19.210167)
C (9.761975, 11.306246, 18.084962)
C (8.880354, 12.250675, 17.271338)
O (8.942571, 11.740252, 15.920940)
C (10.004983, 10.901036, 15.857798)
O (10.400377, 10.490132, 14.833897)
O (10.669589, 10.891358, 17.048322)
H (11.240128, 12.668757, 18.657676)
H (11.200733, 11.206441, 19.756240)
H (9.975589, 12.523944, 19.881434)
H (9.159658, 10.367088, 18.259610)
H (9.291415, 13.245485, 17.154287)
H (7.830127, 12.364137, 17.508971)
C (12.438746, 15.762626, 7.415476)
C (11.933609, 15.893019, 8.849189)
C (12.848389, 15.216992, 9.862229)
O (12.985862, 16.275950, 10.852450)
C (12.465654, 17.393352, 10.376178)
O (12.409306, 18.434972, 10.992289)
O (12.083335, 17.267112, 9.128567)
H (11.796321, 16.262500, 6.635744)
H (12.494588, 14.719708, 7.102680)
H (13.463721, 16.131911, 7.282033)
H (10.951221, 15.527851, 9.029930)
H (13.819971, 14.913289, 9.478099)
H (12.436194, 14.292583, 10.225533)
C (12.567153, 12.944095, 22.321179)
C (11.781608, 12.038863, 23.234714)
C (10.664831, 12.843721, 24.015382)
O (9.529252, 12.748796, 23.194827)
C (9.647251, 11.621390, 22.382183)
O (8.813880, 11.121666, 21.777450)
O (10.960822, 11.217438, 22.399877)
H (13.105287, 12.324980, 21.592585)
H (13.238703, 13.698413, 22.762164)
H (11.850506, 13.555390, 21.682670)
H (12.385480, 11.356468, 23.867516)
H (10.969289, 13.912465, 24.191101)
H (10.398232, 12.339580, 24.949152)

Force components x, y, z for each atom (eV/Å):
N 3.1 -0.5 -2.1
S 0.7 -1.4 -0.6
O -2.3 1.9 0.0
O 0.2 -0.7 0.4
F 0.8 -0.5 0.8
S -0.8 0.1 0.3
O -0.7 0.5 0.1
O -0.6 0.4 0.9
F -0.7 0.0 0.0
C -1.6 1.8 0.4
C 1.6 -0.9 -1.4
C 3.0 0.8 -1.0
O -1.2 0.0 1.5
C -0.4 -0.5 -0.4
O 0.4 -0.3 -0.3
O -0.1 -0.2 0.2
H 0.1 -0.1 0.0
H 0.2 -0.9 -0.9
H 0.2 -0.1 0.4
H -0.4 -0.5 0.1
H -0.2 0.1 0.8
H -1.8 0.5 0.8
C 1.3 -0.5 -1.2
C -2.0 -1.3 1.2
C -1.0 1.3 0.0
O 0.8 -0.5 -0.5
C -1.6 0.0 1.1
O 0.7 1.2 0.5
O 0.6 0.1 -1.1
H -0.8 -0.6 0.3
H 0.3 0.2 0.6
H 0.2 -0.1 -0.6
H 0.6 -0.1 -0.2
H 0.3 0.1 0.1
H 0.7 -0.1 0.2
C -1.8 0.6 1.1
C 1.9 1.1 0.2
C -0.7 -0.2 -0.1
O -0.5 -0.5 0.3
C 1.2 0.3 -2.0
O -0.8 -0.2 0.8
O -0.1 -0.5 -0.3
H 0.6 0.1 -0.1
H 0.2 -0.2 -0.2
H 0.8 -0.1 -0.3
H -0.4 -0.8 0.1
H -0.7 0.1 0.5
H 0.1 0.4 0.2
C -0.4 1.2 -1.5
C 0.0 0.4 1.1
C -1.1 0.7 0.0
O 1.4 0.7 0.9
C -2.4 -1.8 2.4
O 1.1 0.9 -1.0
O 0.0 -0.7 -1.9
H 0.2 -0.4 0.5
H -0.1 -0.2 0.3
H 0.0 -0.4 -0.1
H 0.3 -0.8 -0.1
H 0.5 0.5 -0.3
H 0.3 -0.1 -0.2
C 1.8 -0.1 -0.1
C 0.5 3.3 0.2
C -0.3 -1.9 0.5
O -0.2 -0.7 0.3
C 0.7 1.3 0.2
O -1.5 -0.8 0.0
O 0.7 -1.1 -2.7
H -0.6 -0.1 0.6
H -1.1 0.0 0.0
H 0.3 -1.1 0.1
H 0.2 -0.5 0.7
H -0.1 1.4 0.1
H -0.1 0.3 0.1
C -0.6 0.2 1.1
C 1.5 0.1 0.1
C -0.2 1.7 0.7
O 0.4 -0.3 -0.2
C -1.0 0.2 0.5
O 0.4 0.0 0.0
O -0.1 -0.7 -1.1
H 0.1 -0.2 -0.4
H 0.5 -0.2 0.2
H 0.0 -0.1 -0.2
H -0.7 0.2 -0.1
H -0.3 -0.3 -0.5
H 0.3 -0.6 -0.3
C 0.7 0.8 -0.1
C -1.4 -0.6 0.3
C 0.5 1.2 -0.8
O -0.5 0.0 -0.7
C 0.2 -0.7 0.8
O 0.1 -0.3 0.3
O -0.5 0.5 -0.4
H 0.2 -1.2 0.6
H 0.2 0.2 0.0
H 0.2 0.5 0.0
H -0.1 0.7 0.3
H 1.1 -0.9 0.4
H -0.7 -0.1 -0.3
C 0.4 -1.1 0.2
C -1.1 0.2 -0.1
C 1.4 0.7 -0.1
O -0.6 -0.5 0.0
C 0.2 -0.9 -0.4
O 0.5 -0.1 0.6
O -1.6 1.2 -0.5
H -0.7 0.9 0.5
H 0.1 -0.1 0.4
H 1.1 0.0 -0.9
H 1.0 -0.9 -0.6
H -0.8 0.6 1.0
H 0.2 0.2 -0.1
C 0.3 0.0 -0.8
C 1.6 -0.6 2.3
C -0.4 -0.1 -0.8
O -0.3 -0.5 0.1
C 1.5 -1.8 -0.4
O -0.9 1.1 0.7
O -0.9 0.8 -1.1
H -0.1 -0.2 0.0
H -1.0 0.0 0.3
H 0.0 0.2 0.1
H 0.5 0.1 -0.7
H -0.7 0.5 0.6
H 0.6 0.5 -0.4
C 1.3 -0.7 -1.5
C -1.1 -0.5 -0.3
C -0.1 0.9 -0.7
O 0.1 -1.3 0.7
C -0.2 2.9 1.2
O 0.9 -1.7 -1.5
O 0.1 -0.9 -0.8
H -0.4 -0.5 0.7
H -0.7 0.7 -0.4
H -0.6 0.3 0.6
H 0.6 1.0 0.8
H 0.3 0.3 0.6
H -0.1 -0.3 0.5
C -0.6 -0.5 -1.3
C 2.0 -0.7 -2.0
C 0.4 0.5 -0.3
O 0.2 -1.4 0.5
C 0.4 1.9 1.0
O 0.2 -0.8 -0.3
O -1.1 0.6 0.0
H 0.5 -0.3 1.1
H -0.2 -0.2 0.2
H -0.3 0.2 0.4
H -0.9 0.2 -0.3
H 0.3 0.5 -0.1
H -0.4 0.0 0.8
C -0.3 0.9 -1.6
C -1.0 0.9 0.6
C 1.4 0.0 0.6
O -0.5 -0.8 -1.2
C 4.0 2.5 2.8
O -3.0 -1.5 -2.0
O -0.7 -0.6 -0.1
H 0.2 0.2 0.2
H -0.2 -0.6 0.3
H 0.6 -0.7 0.8
H -0.3 0.6 -0.3
H -0.5 -1.1 -0.3
H 0.3 0.2 0.2

Computed properties:
* frontier orbital gap: 10.7 eV
* strongest force on any atom: 5.468 eV/Å
* 2S+1: 1
* lowest unoccupied orbital energy: 1.8 eV
* total charge: -1


The following is a DFT calculation (the ωB97M-V functional and the def2-TZVPD basis) of a molecular structure, C6H6BrLi at a distorted geometry.

Positions of all 14 atoms, in Å:
Li (-5.708131, 1.962137, 2.199034)
Br (-4.962357, -1.039790, 2.911261)
C (0.679854, -0.641311, -1.718973)
C (-0.409116, -0.177063, -0.930341)
C (-0.176076, 0.332597, 0.378829)
C (1.113323, 0.517970, 0.851575)
C (2.211552, 0.042115, 0.044301)
C (1.983563, -0.427874, -1.253184)
H (0.470666, -1.190301, -2.625206)
H (-1.426646, -0.382858, -1.228120)
H (-1.013484, 0.692934, 0.957889)
H (1.201598, 1.001707, 1.813139)
H (3.209921, 0.044125, 0.456189)
H (2.825333, -0.734388, -1.856394)

Force components x, y, z for each atom (eV/Å):
Li 0.4 -1.4 0.3
Br -0.3 1.5 -0.4
C -1.0 1.1 1.3
C 1.4 -1.0 0.8
C 0.1 0.4 -1.7
C 0.6 -1.1 -1.4
C -1.5 0.9 0.6
C -0.3 -0.5 0.8
H 0.2 0.2 -0.2
H -0.1 0.1 -0.2
H -0.1 -0.1 0.1
H 0.5 -0.2 0.1
H 0.1 0.3 -0.1
H 0.1 -0.1 0.0

Computed properties:
* frontier orbital gap: 6.1 eV
* strongest force on any atom: 1.985 eV/Å
* 2S+1: 1
* lowest unoccupied orbital energy: -1.9 eV


Which relative energy (zero: lowest compared OMol25 entry of this formula, charge and spin) belongs to each record? In order, 0.715, 0.000, 1.441 eV.
Which molar mass belongs to each record? In order, 723.47, 1405.20, 164.96 g mol⁻¹.